(1)
{"formula": "CH2ClNOP2", "method": "the ωB97M-V functional and the def2-TZVPD basis", "species": ["C", "N", "O", "P", "P", "Cl", "H", "H"], "positions_angstrom": [[-2.0169, 0.7418, -0.0303], [0.5984, -1.4685, -0.3124], [-2.5567, 1.8134, -0.1009], [0.8834, -0.0051, 0.0106], [3.0069, 0.2580, 0.2942], [-2.5713, -0.8474, 0.2428], [0.0866, -2.1312, -0.8014], [2.5696, 1.6389, 0.6973]], "nbo_charge": [0.43, -1.18, -0.46, 0.89, -0.14, 0.07, 0.41, -0.02], "charge": 0, "homo_ev": [-8.2, -8.2], "max_force_ha_per_bohr": 0.078, "gap_ev": [5.412, 5.413], "e_tot_ha": -1312.0239, "spin_multiplicity": 1}


(2)
{"formula": "CH3NO2", "method": "the ωB97M-V functional and the def2-TZVPD basis", "species": ["C", "N", "O", "O", "H", "H", "H"], "positions_angstrom": [[-1.5230, -0.0192, -0.4280], [-2.7367, -0.0565, 0.0535], [-3.3548, -1.1283, 0.3051], [-3.3527, 1.1812, 0.2795], [-1.1447, 0.9514, -0.8524], [13.2826, 0.1174, 1.4699], [-1.1706, -1.0459, -0.8275]], "nbo_charge": [-0.42, 0.37, -0.59, -0.71, 0.18, -1.00, 0.16], "charge": -2, "homo_ev": 1.5, "max_force_ha_per_bohr": 0.072, "gap_ev": 4.334, "e_tot_ha": -244.9110, "spin_multiplicity": 1}


(3)
{"formula": "C3H5IO2", "method": "the ωB97M-V functional and the def2-TZVPD basis", "species": ["C", "C", "C", "O", "O", "I", "H", "H", "H", "H", "H"], "positions_angstrom": [[-0.5504, -0.9669, 0.3468], [1.0005, 0.4073, -0.6358], [0.6331, -0.2639, 0.6932], [-1.2646, -1.8044, -0.0094], [-1.7697, 0.8427, 0.2929], [-3.4659, 0.2731, -0.3989], [1.7940, 1.2133, -0.4793], [1.5739, -0.1848, -1.4189], [0.2006, 1.0025, -1.1204], [0.4455, 0.4261, 1.6574], [1.4029, -0.9450, 1.0726]], "nbo_charge": [0.91, -0.64, -0.58, -0.37, -0.91, 0.27, 0.24, 0.24, 0.27, 0.31, 0.26], "charge": 0, "homo_ev": [-5.2, -8.0], "max_force_ha_per_bohr": 0.085, "s2": 2.016, "gap_ev": [5.225, 6.738], "e_tot_ha": -565.2613, "spin_multiplicity": 3}


(4)
{"formula": "C6H13NO", "method": "the ωB97M-V functional and the def2-TZVPD basis", "species": ["C", "N", "C", "C", "C", "C", "C", "H", "H", "H", "H", "H", "H", "H", "H", "H", "H", "H", "H", "H", "O"], "positions_angstrom": [[-1.1653, -0.9096, -2.5502], [-0.5129, -1.4227, -1.3244], [-0.7893, -0.5593, -0.1263], [1.8510, 2.8231, 1.3852], [1.0736, 2.8482, 0.3055], [-0.0053, 1.8276, 0.1407], [0.2115, 0.4960, 0.1459], [-0.9343, -1.6763, -3.2871], [-0.9477, 0.1014, -2.8800], [-2.2694, -1.2067, -2.4493], [0.4861, -1.5089, -1.4622], [-0.8394, -1.2331, 0.7530], [-1.7910, -0.1266, -0.1806], [1.6174, 2.1146, 2.1852], [2.7588, 3.3851, 1.5461], [1.2922, 3.4508, -0.5768], [-0.8988, 2.3983, -0.1679], [1.2266, 0.2153, 0.3485], [0.3040, -4.3272, 2.7553], [-0.2982, -2.9894, 2.3894], [-0.3697, -3.7006, 3.0503]], "nbo_charge": [-0.45, -0.69, -0.33, -0.50, -0.23, -0.31, -0.38, 0.19, 0.18, 0.18, 0.33, 0.15, 0.18, 0.19, 0.17, 0.18, 0.17, 0.17, 0.42, 0.43, -1.05], "charge": -1, "homo_ev": [1.0, -5.2], "max_force_ha_per_bohr": 0.060, "s2": 0.752, "gap_ev": [2.881, 8.970], "e_tot_ha": -366.2829, "spin_multiplicity": 2}


(5)
{"formula": "C5H9NO4", "method": "the ωB97M-V functional and the def2-TZVPD basis", "species": ["C", "O", "C", "O", "C", "O", "C", "C", "N", "H", "H", "H", "H", "H", "H", "H", "O", "H", "H"], "positions_angstrom": [[1.4349, -1.7792, 1.0526], [1.0527, -0.5910, 0.3720], [-0.1979, -0.6522, -0.2371], [-1.2309, -0.4189, 0.6964], [-1.1424, 1.7365, 0.6236], [-2.1387, 2.3639, 0.9448], [-0.6176, 1.7237, -0.7367], [-0.2632, 0.4988, -1.2372], [-0.0859, 0.1667, -2.5210], [0.7298, -2.0003, 1.8661], [1.4771, -2.6243, 0.3492], [2.4285, -1.5958, 1.4727], [-0.3858, -1.6272, -0.7098], [-0.9970, 2.4920, -1.4092], [-0.1773, 0.8597, -3.2500], [0.3140, -0.7272, -2.7677], [-0.1353, 1.3039, 2.0548], [-0.7389, -0.0486, 1.7737], [0.6742, 0.9193, 1.6626]], "nbo_charge": [-0.26, -0.55, 0.33, -0.77, 0.84, -0.52, -0.51, 0.28, -0.77, 0.18, 0.18, 0.20, 0.15, 0.25, 0.40, 0.40, -0.85, 0.54, 0.48], "charge": 0, "homo_ev": -8.9, "max_force_ha_per_bohr": 0.089, "gap_ev": 9.448, "e_tot_ha": -551.5270, "spin_multiplicity": 1}


(6)
{"formula": "C6H8O3", "method": "the ωB97M-V functional and the def2-TZVPD basis", "species": ["C", "C", "C", "C", "C", "C", "O", "O", "O", "H", "H", "H", "H", "H", "H", "H", "H"], "positions_angstrom": [[0.3171, -1.2335, -1.3889], [-0.8675, -0.8217, 1.4155], [1.6056, 0.6465, 0.0510], [0.4492, 1.2402, 0.7172], [0.0830, 0.2387, -1.1239], [-0.7171, 0.4189, 0.5679], [0.3977, 2.5642, 0.5292], [2.7125, 0.2713, 0.1853], [-0.2824, 1.0600, -1.9417], [-0.4411, 2.8275, 0.1129], [-1.6373, 0.9695, 0.3822], [-0.6354, -1.6889, -1.6630], [1.0068, -1.3065, -2.2298], [0.7366, -1.7641, -0.5394], [-1.2900, -0.5691, 2.3917], [0.0915, -1.3089, 1.5988], [-1.5294, -1.5440, 0.9351]], "nbo_charge": [-0.68, -0.62, 0.51, 0.28, 0.51, -0.38, -0.61, -0.45, -0.64, 0.50, 0.22, 0.24, 0.24, 0.23, 0.22, 0.21, 0.22], "charge": 0, "homo_ev": [-7.8, -7.8], "max_force_ha_per_bohr": 0.037, "gap_ev": [7.744, 7.743], "e_tot_ha": -459.0043, "spin_multiplicity": 1}